This record from the Open Molecules 2025 dataset describes a molecular structure, C22H26As2NO2Pb in a non-equilibrium geometry. The level of theory is the ωB97M-V functional and the def2-TZVPD basis.

Summary:
Orbital gap = 7.63 eV
Total charge = +1
HOMO = -10.72 eV

XYZ file:
```
54
C22H26As2NO2Pb the ωB97M-V functional and the def2-TZVPD basis
Pb -1.548 -0.280 -0.513
C 0.256 0.340 3.727
C -0.245 -0.797 4.437
C -1.228 -1.563 3.846
C -1.713 -1.140 2.578
N -1.197 -0.103 1.851
C -0.209 0.553 2.443
C -2.896 -1.901 1.908
C -3.796 -2.580 2.929
C -4.854 -3.162 2.378
C -4.844 -2.932 0.856
C -3.589 -3.405 0.198
C -2.512 -2.789 0.714
H 0.817 1.089 4.264
H 0.068 -0.917 5.468
H -1.640 -2.437 4.331
H 0.120 1.424 1.828
H -3.604 -2.489 3.993
H -5.684 -3.712 2.839
H -5.778 -3.236 0.398
H -3.645 -4.050 -0.715
C 1.624 -2.039 -2.075
As 1.320 -0.402 -1.116
C 2.559 -0.752 0.452
C 2.327 0.889 -2.194
C 3.332 0.464 -3.078
C 4.074 1.380 -3.774
C 3.807 2.702 -3.683
C 2.735 3.118 -2.954
C 2.045 2.248 -2.154
As 0.592 3.031 -1.021
C 1.656 4.495 -0.184
C -0.267 4.040 -2.438
H 1.262 -2.015 -3.079
H 1.212 -2.773 -1.506
H 2.730 -2.185 -2.150
H 3.539 -1.041 0.103
H 2.141 -1.583 1.051
H 2.701 0.151 1.119
H 3.583 -0.576 -3.222
H 4.837 1.027 -4.491
H 4.276 3.461 -4.285
H 2.548 4.176 -2.950
H 1.919 5.235 -1.009
H 2.576 4.041 0.189
H 1.060 4.856 0.674
H 0.360 4.181 -3.328
H -0.459 5.049 -1.997
H -1.198 3.696 -2.811
O -3.705 -0.873 1.307
O -4.923 -1.469 0.727
C -1.170 -2.551 0.073
H -0.397 -2.623 0.808
H -0.975 -3.272 -0.766
```